No. 1
DFT (the ωB97M-V functional and the def2-TZVPD basis) results for the molecule C20H31N3O3S.

Energy ... -1568.91093 Ha
Multiplicity ... 1
Energy above the lowest of the compared OMol25 structures with the same formula, charge and spin ... 1.286 eV
SMILES ... Cc1ccc(CNC(=O)[C@H]2CCCN(S(=O)(=O)N3CCC(C)CC3)C2)cc1
HOMO ... -0.3115 Eh
HOMO-LUMO gap ... 9.1 eV

Geometry as XYZ:
```
58
C20H31N3O3S | the OMol25 dataset | the ωB97M-V functional and the def2-TZVPD basis
S -0.47 0.24 -0.16
O 2.64 -1.88 3.41
O -0.54 -1.16 -0.49
O 0.50 1.06 -0.80
N 1.55 -2.13 1.45
N -1.97 0.97 -0.36
N -0.21 0.30 1.45
C 0.39 -1.08 3.35
C -0.71 -0.70 2.36
C 3.71 -0.26 0.20
C -4.53 -1.20 -2.64
C 3.05 -1.39 -0.26
C 1.29 1.25 3.09
C -4.35 0.43 -0.71
C 2.73 -2.51 0.69
C 3.61 2.00 -2.83
C 3.91 0.82 -0.63
C -4.20 0.23 -2.23
C 0.83 0.19 4.09
C 0.19 1.54 2.07
C -3.06 0.10 0.03
C 2.60 -1.42 -1.57
C -2.76 0.59 -2.66
C 1.64 -1.72 2.73
C -2.14 1.58 -1.68
C 3.45 0.80 -1.94
C 2.81 -0.34 -2.40
H 1.55 2.18 3.62
H 4.06 -0.23 1.22
H 0.00 0.57 4.69
H -2.14 -0.31 -2.66
H 1.66 -0.06 4.76
H 2.71 2.61 -2.77
H -1.05 -1.55 1.78
H -2.78 -0.95 -0.16
H -4.90 0.90 -2.73
H 0.76 -1.86 0.87
H -0.67 2.01 2.56
H 4.41 1.70 -0.26
H -4.62 1.46 -0.49
H 4.46 2.60 -2.52
H -0.01 -1.80 4.08
H -1.57 -0.30 2.93
H 2.52 -3.44 0.16
H -5.57 -1.44 -2.40
H -4.39 -1.33 -3.71
H -2.76 1.01 -3.66
H 3.53 -2.67 1.41
H -1.15 1.89 -2.00
H -3.89 -1.91 -2.12
H 3.75 1.70 -3.87
H 0.55 2.19 1.27
H -3.21 0.22 1.11
H 2.44 -0.37 -3.42
H -5.15 -0.21 -0.33
H 2.17 0.89 2.56
H -2.77 2.47 -1.57
H 2.08 -2.29 -1.94
```

=====

No. 2
DFT (the ωB97M-V functional and the def2-TZVPD basis) results for a structure of composition C4H5OP.

Energy ... -571.91476 Ha
Multiplicity ... 1
Energy above the lowest of the compared OMol25 structures with the same formula, charge and spin ... 1.422 eV
HOMO ... -0.3220 Eh
HOMO-LUMO gap ... 8.3 eV

Geometry as XYZ:
```
11
C4H5OP | the OMol25 dataset | the ωB97M-V functional and the def2-TZVPD basis
P 0.29 2.05 0.62
O 1.54 2.42 1.22
C -0.09 -0.69 0.84
C 0.60 0.29 -0.01
C -0.98 -1.03 -0.08
C -0.49 -0.17 -1.08
H 0.04 -0.78 -1.87
H -1.64 -1.77 0.09
H 1.62 0.16 -0.09
H 0.15 -1.12 1.86
H -1.04 0.64 -1.51
```

=====

No. 3
DFT (the ωB97M-V functional and the def2-TZVPD basis) results for a cluster of 2 separate species, C19H19N3 in total.

Energy ... -899.59841 Ha
Multiplicity ... 1
Energy above the lowest of the compared OMol25 structures with the same formula, charge and spin ... 2.736 eV
HOMO ... -0.2295 Eh
HOMO-LUMO gap ... 4.7 eV

Geometry as XYZ:
```
41
C19H19N3 | the OMol25 dataset | the ωB97M-V functional and the def2-TZVPD basis
N -1.85 -0.01 -0.65
N 0.97 -3.43 0.24
N 2.37 0.51 -1.45
C 0.18 -0.68 -2.08
C 2.02 0.40 3.57
C 1.96 -1.65 1.61
C -1.19 -3.08 -4.64
C 1.20 -4.55 -0.68
C 1.23 -0.74 3.76
C 1.21 -1.76 2.81
C -0.41 -3.15 0.64
C 0.08 -1.54 -3.24
C 2.00 1.50 4.58
C 1.17 -2.69 -5.11
C 1.37 -0.04 -1.75
C 2.82 0.49 2.43
C 2.78 -0.49 1.45
C 1.23 -1.79 -4.04
C -1.14 -2.18 -3.58
C -0.03 -3.36 -5.39
C -0.94 -0.32 -1.32
C 1.99 -2.68 0.60
H -0.07 -4.10 -6.19
H 0.65 -2.67 3.02
H 1.52 -4.19 -1.67
H -0.63 -3.53 1.65
H 0.27 -5.11 -0.79
H -0.62 -2.08 0.61
H 0.99 1.89 4.72
H 0.62 -0.82 4.66
H 2.06 -2.87 -5.71
H 3.36 -0.38 0.54
H -2.13 -3.57 -4.89
H -1.07 -3.65 -0.08
H 1.98 -5.22 -0.29
H 2.17 -1.28 -3.81
H 3.47 1.37 2.32
H 2.92 -2.86 0.05
H 2.64 2.32 4.25
H 2.36 1.15 5.56
H -2.04 -1.96 -2.99
```

=====

No. 4
DFT (the ωB97M-V functional and the def2-TZVPD basis) results for the molecule C7H7O2.

Energy ... -421.08466 Ha
Multiplicity ... 4
HOMO (spin up / spin down) ... -0.1897 / -0.3436 Eh
HOMO-LUMO gap (spin up / spin down) ... 6.1 / 6.2 eV

Geometry as XYZ:
```
16
C7H7O2 | the OMol25 dataset | the ωB97M-V functional and the def2-TZVPD basis
O 1.88 0.00 -1.77
O 3.13 0.00 -1.99
C -0.17 1.20 0.22
C 0.49 0.00 0.07
C 1.95 0.00 -0.14
C -1.56 -1.20 0.42
C -1.56 1.20 0.42
C -2.30 0.00 0.35
C -0.17 -1.20 0.22
H 0.39 -2.11 0.15
H -2.07 2.14 0.47
H 0.39 2.11 0.15
H 2.53 0.87 0.20
H 2.53 -0.87 0.20
H -3.37 0.00 0.55
H -2.07 -2.14 0.47
```

=====

No. 5
DFT (the ωB97M-V functional and the def2-TZVPD basis) results for a cluster of 12 separate species, C36H93N13O12 in total.

Energy ... -3042.17891 Ha
Multiplicity ... 1
SMILES ... CC1(C)CCCC(C)(C)N1O.CC1(C)CCCC(C)(C)N1O.CC1(C)CCCC(C)(C)N1O.NC(N)=O.NC(N)=O.NC(N)=O.NC(N)=O.NC(N)=O.CO.CO.CO.CO
HOMO ... -0.2954 Eh
HOMO-LUMO gap ... 8.5 eV

Geometry as XYZ:
```
154
C36H93N13O12 | the OMol25 dataset | the ωB97M-V functional and the def2-TZVPD basis
O 1.59 3.54 -3.64
O 1.89 -1.79 1.26
O 3.90 -3.51 -3.76
O -0.21 -1.58 -4.98
O 4.99 0.99 -4.82
O -2.50 0.07 4.36
O 0.68 0.93 -3.17
O -2.25 -2.72 -2.33
O 2.81 0.83 1.56
O 0.01 -3.75 -1.17
O -3.39 -0.53 -0.92
O -0.88 -1.96 1.80
N -4.80 -0.89 -0.87
N -1.23 1.86 -2.24
N -2.09 -2.99 3.43
N 4.17 3.11 -5.04
N -0.33 -0.12 -1.48
N 4.07 1.42 1.10
N 5.11 -1.60 -3.36
N -1.87 1.42 4.66
N 2.78 -1.50 -3.60
N 1.27 -4.32 -2.90
N 2.25 -3.71 -0.96
N -0.85 -4.19 1.78
N 2.93 1.29 -5.63
C 3.17 1.40 -1.21
C -4.84 0.12 1.47
C -0.22 0.89 -2.36
C -0.85 1.30 2.41
C 5.33 -0.01 2.59
C 1.14 -3.95 -1.63
C 2.27 -2.77 2.29
C 0.25 0.05 4.30
C -1.29 -3.03 2.35
C 4.06 1.76 -5.14
C 0.91 4.26 -4.62
C -7.03 -0.17 -1.61
C 4.88 -0.86 0.34
C 3.07 3.48 0.09
C -7.52 -0.44 -0.28
C -5.30 1.69 -1.25
C 6.41 1.60 -0.60
C -5.54 0.23 -1.60
C 5.18 0.37 1.18
C -1.60 0.47 7.02
C 5.30 2.66 -0.63
C -6.71 -1.49 0.47
C 3.92 2.19 -0.16
C 0.09 -0.97 -6.23
C -1.21 2.99 6.41
C -0.53 1.29 3.93
C -4.32 -2.23 0.97
C 0.25 2.85 5.82
C -5.04 0.07 -3.06
C -3.06 -3.92 -2.70
C -1.98 1.65 6.12
C 6.52 0.92 0.75
C -3.55 1.86 6.21
C -5.16 -1.06 0.52
C 3.93 -2.30 -3.61
C 0.26 2.58 4.30
H -1.21 3.01 7.49
H -8.56 -0.76 -0.27
H 0.96 -1.37 -6.67
H 2.25 -3.04 -0.17
H -5.41 2.35 -2.10
H -1.11 -0.34 -0.85
H 1.29 2.48 3.94
H 5.29 2.92 -1.69
H 0.99 0.29 5.05
H -1.89 1.72 -1.54
H -4.21 1.80 -1.04
H 5.09 -0.75 -3.85
H -2.18 -0.40 6.90
H 3.87 -1.18 0.59
H -3.09 -1.34 -1.34
H 2.09 3.39 0.64
H 2.49 0.18 0.89
H 2.09 1.77 -5.92
H 2.87 0.27 -5.60
H 2.83 2.12 -1.95
H 0.32 -0.89 -1.52
H 0.93 -1.80 1.34
H -0.37 -0.78 4.64
H 3.71 0.64 -1.82
H -5.27 1.09 1.21
H 1.13 2.67 -3.54
H -5.14 0.04 2.50
H 2.34 0.90 -0.68
H 1.90 -3.77 2.01
H -4.62 -3.07 0.39
H -1.59 2.21 -3.15
H -1.72 3.84 5.85
H 2.15 -4.44 -3.33
H -5.71 0.60 -3.74
H 3.14 -3.98 -1.35
H 4.58 -0.59 3.05
H 0.46 -4.67 -3.37
H 0.11 0.17 -6.18
H -3.13 0.23 3.63
H -3.97 0.51 -3.23
H 7.29 2.11 -0.92
H 3.42 3.77 -5.16
H -3.30 -2.03 0.77
H 5.54 -1.69 0.67
H -7.66 0.59 -2.07
H 5.48 0.86 3.21
H 3.41 -2.79 2.29
H 1.90 -1.83 -3.99
H 4.93 -0.77 -0.76
H 1.78 -2.47 3.21
H -1.44 -3.00 -1.96
H 5.60 3.47 0.04
H -2.45 -4.83 -2.43
H 6.88 1.56 1.54
H 0.18 1.36 1.92
H -4.95 -0.96 -3.30
H -2.32 -3.83 3.90
H -7.12 -1.02 -2.28
H -0.58 0.15 6.89
H 6.24 -0.62 2.80
H 0.89 3.66 6.16
H -7.11 -1.69 1.48
H -4.22 1.04 6.06
H 0.75 1.99 6.21
H -3.90 2.64 5.54
H 0.30 5.04 -4.17
H -0.73 -1.31 -6.98
H -1.48 2.12 2.03
H -3.92 2.19 7.22
H -3.96 -3.85 -2.09
H 5.88 -2.20 -3.60
H -3.81 0.40 1.46
H -4.46 -2.39 2.05
H -0.41 -4.19 0.87
H -1.24 -5.11 2.01
H -1.98 -2.13 3.96
H 7.19 0.07 0.68
H 1.63 4.72 -5.34
H -1.32 0.29 2.28
H -1.69 0.77 8.05
H -6.72 -2.47 0.03
H -5.87 2.11 -0.39
H 2.81 3.89 -0.87
H 3.62 4.31 0.60
H -7.47 0.40 0.42
H -3.27 -3.88 -3.79
H 0.17 3.56 -5.09
H -0.19 3.53 3.82
H 0.73 -0.32 3.43
H 6.30 0.80 -1.33
H 4.89 3.54 -4.45
H 2.92 -0.45 -3.42
H -0.08 -0.92 -4.31
```

=====

No. 6
DFT (the ωB97M-V functional and the def2-TZVPD basis) results for the molecule C3H4N2O2S.

Energy ... -774.92678 Ha
Multiplicity ... 1
Energy above the lowest of the compared OMol25 structures with the same formula, charge and spin ... 0.000 eV
SMILES ... O=CNC(=O)NC=S
HOMO ... -0.3414 Eh
HOMO-LUMO gap ... 8.8 eV

Geometry as XYZ:
```
12
C3H4N2O2S | the OMol25 dataset | the ωB97M-V functional and the def2-TZVPD basis
S -3.81 -0.42 0.00
O 3.41 -0.74 0.00
O 0.12 1.57 -0.01
N 1.15 -0.46 -0.01
N -1.16 -0.31 -0.01
C -2.37 0.33 0.00
C 0.05 0.37 0.00
C 2.46 -0.01 0.00
H 1.05 -1.48 0.00
H 2.51 1.09 0.01
H -2.22 1.40 0.02
H -1.19 -1.34 -0.01
```